Record 1
DFT (the ωB97M-V functional and the def2-TZVPD basis) results for an isolated molecule of C3H6NOP at a distorted geometry.

Energy relative to the best compared isomer or geometry (same formula, charge and spin) ... 136.1 kcal/mol
Net charge ... 0
E_LUMO (alpha / beta) ... -0.18 / -0.18 eV
Total energy ... -589.02932 Eh
M ... 103.06 g/mol
Gap between HOMO and LUMO (alpha / beta) ... 8.8 / 8.8 eV
Strongest force on any atom ... 3.52 eV/Å

Positions of all 12 atoms, in Å:
H -0.938 1.778 -0.309
O 0.909 0.551 1.045
C 1.728 0.224 -0.007
H 2.789 -0.026 0.143
C 0.660 -0.675 0.498
N -2.095 0.005 0.951
H 1.420 0.783 -0.932
P -1.667 0.635 -0.356
H -0.898 -1.760 -0.208
H 0.991 -1.627 1.079
C -0.567 -0.790 -0.305
H -2.332 0.903 -1.600

Cartesian forces, eV/Å:
0.807 1.099 -0.101
0.066 1.518 2.316
0.194 -0.064 -2.273
-0.504 0.358 0.157
0.896 -2.229 -0.272
-0.166 -1.983 1.366
0.889 -0.580 0.694
1.162 -0.214 -2.576
-1.431 -1.948 -0.869
-0.691 1.828 -0.781
-1.056 2.740 1.946
-0.166 -0.525 0.394

***

Record 2
DFT (the ωB97M-V functional and the def2-TZVPD basis) results for a cluster of 2 separate species, C4H11NO in total at a distorted geometry.

Energy relative to the best compared isomer or geometry (same formula, charge and spin) ... 112.7 kcal/mol
Net charge ... 0
E_LUMO ... 0.77 eV
Total energy ... -288.83749 Eh
M ... 89.14 g/mol
Structure (SMILES) ... C=CC.NCO
Gap between HOMO and LUMO ... 8.1 eV
Strongest force on any atom ... 4.36 eV/Å

Positions of all 17 atoms, in Å:
C -1.034 -1.561 0.364
H 2.799 0.414 0.911
H 2.303 1.377 -2.081
C 2.122 1.319 0.950
C 1.198 1.128 -0.306
H 1.444 1.194 1.783
H -2.932 -1.836 1.177
H 2.713 2.221 0.913
O -1.140 -1.002 -0.959
H -1.948 -0.549 -0.760
H -0.164 -1.163 0.947
C 1.377 1.588 -1.609
H -0.931 -2.643 0.423
H -1.872 -1.074 2.149
H 0.318 0.508 -0.425
N -2.206 -1.098 1.192
H 0.855 2.407 -2.110

Cartesian forces, eV/Å:
0.265 0.860 1.649
-0.186 0.919 0.648
1.885 1.204 0.082
-0.183 -3.487 -2.611
-0.007 1.340 -1.650
0.219 0.359 0.421
0.453 0.659 -0.024
-0.207 0.194 0.020
0.419 -1.409 1.661
-0.968 1.106 -0.765
-0.285 -0.079 -0.960
1.396 0.375 1.533
-0.117 -0.136 -0.806
-0.216 0.256 0.050
-1.294 0.860 2.010
0.330 -1.403 -0.782
-1.506 -1.617 -0.476

***

Record 3
DFT (the ωB97M-V functional and the def2-TZVPD basis) results for a cluster of 2 separate species, CH8NO in total at a distorted geometry.

Energy relative to the best compared isomer or geometry (same formula, charge and spin) ... 40.1 kcal/mol
Net charge ... +1
E_LUMO ... -4.22 eV
Total energy ... -172.58609 Eh
M ... 50.08 g/mol
Gap between HOMO and LUMO ... 10.8 eV
Strongest force on any atom ... 5.72 eV/Å

Positions of all 11 atoms, in Å:
C 1.128 -1.121 -0.124
H -1.031 1.511 -1.268
N -1.112 1.516 -0.289
H -1.057 0.489 -0.160
H 1.755 -0.224 -0.471
H -0.064 -1.613 1.514
O 0.209 -0.833 1.013
H 0.461 -1.474 -0.873
H -1.830 1.967 0.375
H 1.785 -2.001 -0.018
H -0.244 1.784 0.302

Cartesian forces, eV/Å:
-0.078 -0.205 0.522
-0.294 1.833 -1.803
1.581 -0.788 5.444
-0.524 -0.139 1.085
-1.182 -1.139 0.970
0.440 -0.090 -0.377
1.071 0.836 -0.872
-0.383 0.163 -1.317
0.235 -0.845 -2.413
0.001 0.649 0.776
-0.866 -0.275 -2.014

***

Record 4
DFT (the ωB97M-V functional and the def2-TZVPD basis) results for a structure of composition C16H12IN2O6V.

Net charge ... -1
E_LUMO (alpha / beta) ... 2.26 / 2.33 eV
Total energy ... -2419.68409 Eh
Multiplicity ... 4
<S²> ... 3.7931
M ... 506.13 g/mol
Gap between HOMO and LUMO (alpha / beta) ... 5.4 / 7.7 eV
Strongest force on any atom ... 0.98 eV/Å

Positions of all 38 atoms, in Å:
H 1.972 -0.080 -0.163
H 2.146 4.752 3.105
O -1.648 2.426 -0.585
H 3.035 -2.291 -2.847
O -2.969 3.507 0.943
C 0.837 -3.368 -2.183
C -1.208 -3.202 -1.185
O -1.761 -1.362 0.197
C -2.579 -3.756 -0.937
N 0.116 0.547 0.617
H 2.164 2.056 -0.220
C 0.157 2.087 2.487
C -0.861 -1.992 -0.574
H 0.230 3.517 4.072
C 0.686 1.641 1.270
C -2.603 2.600 0.258
C 1.298 -2.192 -1.637
O -3.589 0.520 -0.873
C -3.873 1.310 0.091
H 2.601 -0.651 -2.326
C 0.908 -0.276 -0.124
V -1.739 0.524 -0.114
C 1.765 2.356 0.740
H -2.675 -4.717 -1.440
C 2.290 3.457 1.394
N -0.379 -3.889 -1.972
I -1.422 1.051 3.379
H 3.117 3.995 0.949
C 0.442 -1.453 -0.771
C 1.746 3.885 2.595
O -4.845 1.550 0.743
H 4.375 -1.356 -1.123
H -3.346 -3.068 -1.297
C 0.671 3.197 3.138
O 3.557 -1.809 -0.890
H 1.486 -3.935 -2.845
H -2.760 -3.881 0.132
C 2.659 -1.699 -2.006

Cartesian forces, eV/Å:
-0.002 0.037 0.006
-0.004 -0.003 0.001
0.035 0.395 0.182
0.004 -0.005 -0.001
0.405 0.310 -0.040
-0.056 -0.044 -0.018
-0.079 0.009 0.049
0.054 0.043 -0.222
0.006 -0.031 0.013
0.074 0.086 -0.086
0.003 0.006 -0.001
-0.029 -0.002 0.056
-0.015 0.089 0.105
0.002 0.005 0.001
0.013 -0.073 -0.015
-0.677 -0.265 -0.141
-0.016 -0.016 0.010
-0.123 -0.022 0.181
0.147 0.708 0.056
-0.006 0.001 -0.005
-0.025 -0.039 -0.039
0.314 -0.922 0.116
0.021 0.035 0.017
-0.006 0.014 -0.018
0.003 -0.036 -0.049
0.061 0.010 -0.006
-0.026 -0.013 -0.073
-0.001 0.002 0.001
0.078 0.057 0.044
-0.022 0.016 0.046
-0.192 -0.384 -0.137
-0.071 -0.045 0.026
-0.002 0.002 -0.009
0.034 0.009 -0.037
0.063 0.046 -0.036
0.006 0.002 0.002
0.010 0.005 -0.002
0.019 0.014 0.023